This record from the Open Molecules 2025 dataset describes the molecule C4H7NO. The level of theory is the ωB97M-V functional and the def2-TZVPD basis.

Summary:
Structure (SMILES) = C=NC/C=C/O
M = 85.11 g/mol
Energy above the lowest of the compared OMol25 structures with the same formula, charge and spin = 214.9 kJ/mol
HOMO level = -8.919 eV
Net charge = 0
HOMO-LUMO gap = 9.90 eV

```
13
Properties=species:S:1:pos:R:3:forces:R:3
C 0.267616 -0.344071 2.245585 0.073 -0.146 -0.110
N 0.319702 -1.040779 1.192373 -0.056 0.256 0.346
C -0.716070 -0.795303 0.194966 -0.166 0.016 -0.071
C -0.123673 -0.245145 -1.080724 0.120 0.196 -0.061
C 0.332817 1.003525 -1.151937 -0.205 -0.213 0.251
O 0.904483 1.607394 -2.222190 0.034 -0.150 -0.217
H -0.514354 0.407184 2.438693 0.075 -0.122 -0.077
H 1.029778 -0.475593 3.015204 -0.088 -0.013 -0.112
H -1.493604 -0.114648 0.583007 0.138 -0.079 -0.031
H -1.201099 -1.753759 -0.017548 0.068 0.144 0.021
H -0.038462 -0.907525 -1.940909 0.014 0.091 0.093
H 0.289380 1.685561 -0.305403 -0.034 -0.100 -0.094
H 0.943487 0.973159 -2.951116 0.026 0.121 0.062
```
Positions in Å, forces in eV/Å.


This record from the Open Molecules 2025 dataset describes the molecule C4H7NO. The level of theory is the ωB97M-V functional and the def2-TZVPD basis.

Summary:
Structure (SMILES) = C[C@H]1CN1C=O
M = 85.11 g/mol
Energy above the lowest of the compared OMol25 structures with the same formula, charge and spin = 205.6 kJ/mol
HOMO level = -9.951 eV
Net charge = 0
HOMO-LUMO gap = 11.01 eV

```
13
Properties=species:S:1:pos:R:3:forces:R:3
C 1.260047 -0.596955 -1.259874 -0.043 -0.058 0.047
C 0.646853 0.042642 -0.034461 0.167 0.212 -0.069
C -0.466187 0.992501 -0.151996 0.190 0.445 -0.330
N -0.733564 -0.375452 0.299916 -0.494 0.028 0.054
C -1.385779 -0.351968 1.557473 0.096 0.063 0.427
O -1.355223 0.520261 2.391610 0.173 -0.498 -0.471
H 1.880615 -1.463667 -1.013150 -0.129 0.095 0.037
H 1.894021 0.132633 -1.779300 -0.106 -0.113 0.143
H 0.473129 -0.920177 -1.947711 0.094 0.075 0.120
H 1.330939 0.248211 0.789801 -0.241 -0.159 0.015
H -0.506266 1.755210 0.619412 -0.132 -0.029 -0.158
H -0.955065 1.213478 -1.093251 0.307 0.121 -0.117
H -2.083518 -1.196715 1.621532 0.119 -0.181 0.301
```
Positions in Å, forces in eV/Å.


This record from the Open Molecules 2025 dataset describes C4H7NO as an isolated structure at a distorted geometry. The level of theory is the ωB97M-V functional and the def2-TZVPD basis.

Summary:
M = 85.11 g/mol
Energy above the lowest of the compared OMol25 structures with the same formula, charge and spin = 392.0 kJ/mol
HOMO level = -9.988 eV
Net charge = 0
HOMO-LUMO gap = 11.02 eV

```
13
Properties=species:S:1:pos:R:3:forces:R:3
C 0.819631 1.066846 0.147319 1.126 -0.730 -0.952
C 0.290665 -0.288765 -0.783126 1.115 1.605 0.989
C -0.063906 -1.606117 -0.163389 0.197 0.404 0.208
N -1.093973 -0.659185 -0.623625 -0.129 0.659 0.874
C -1.225583 0.348762 0.438462 -2.508 -1.354 0.254
O -1.147737 0.125799 1.617787 -0.597 0.112 -0.401
H 0.990591 1.812514 -0.623522 0.602 -0.046 -0.112
H 1.702217 0.590965 0.531960 1.022 0.388 -0.057
H 0.461032 1.671883 1.026875 -0.515 -1.318 -0.982
H 0.753516 -0.113992 -1.753811 -0.323 -0.449 0.021
H -0.008233 -2.574420 -0.679953 0.045 0.786 -0.073
H 0.038446 -1.662566 0.916999 0.041 -0.076 -0.129
H -1.516666 1.288277 -0.051978 -0.076 0.018 0.359
```
Positions in Å, forces in eV/Å.


This record from the Open Molecules 2025 dataset describes the molecule C4H7NO at a distorted geometry. The level of theory is the ωB97M-V functional and the def2-TZVPD basis.

Summary:
Structure (SMILES) = C=C(C)C(N)=O
M = 85.11 g/mol
Energy above the lowest of the compared OMol25 structures with the same formula, charge and spin = 412.5 kJ/mol
HOMO level = -9.772 eV
Net charge = 0
HOMO-LUMO gap = 10.52 eV

```
13
Properties=species:S:1:pos:R:3:forces:R:3
C 0.921308 -1.428686 -0.232295 7.186 -6.382 -0.913
C 0.274536 -0.368496 -0.085154 -0.055 2.925 2.794
C 0.984007 0.886583 0.346837 2.893 0.319 -0.689
C -1.191911 -0.437655 0.065261 2.317 1.794 -1.707
N -1.804272 0.687794 -0.260602 13.062 2.445 -7.981
O -1.751484 -1.404655 0.404764 -2.193 -3.418 1.629
H 2.154033 -1.752551 -0.162765 -3.019 2.414 0.060
H 0.649398 -2.420687 -0.458678 -1.954 -0.679 -0.350
H 2.228408 0.846427 0.555070 -3.723 -0.380 -0.582
H 0.868359 1.410182 -0.587693 0.437 1.421 -0.170
H 0.508679 1.447422 1.140086 -0.125 -0.046 0.167
H -1.308416 1.612389 -0.782474 -1.405 -3.923 2.187
H -2.532639 0.921928 0.057648 -13.421 3.511 5.553
```
Positions in Å, forces in eV/Å.


This record from the Open Molecules 2025 dataset describes a 2-piece molecular cluster, C4H7NO overall at a distorted geometry. The level of theory is the ωB97M-V functional and the def2-TZVPD basis.

Summary:
M = 85.11 g/mol
Energy above the lowest of the compared OMol25 structures with the same formula, charge and spin = 143.4 kJ/mol
HOMO level = -8.488 eV
Net charge = 0
HOMO-LUMO gap = 9.46 eV

```
13
Properties=species:S:1:pos:R:3:forces:R:3
C -0.354268 1.243178 0.796951 -0.016 0.051 -0.044
C -0.150454 0.289464 -0.354392 -0.210 0.131 -0.206
C -1.151920 -0.344028 -0.973263 0.043 0.123 -0.020
N 1.173681 0.199806 -0.816006 -0.013 -0.154 0.004
C 0.922463 -1.561532 1.296861 -0.030 -1.567 -0.176
O 0.880446 -2.583403 0.804094 0.058 0.992 0.591
H 0.539023 1.311538 1.428738 -0.148 -0.052 -0.178
H -0.558641 2.239671 0.396421 0.054 -0.001 0.114
H -1.193371 0.938566 1.431583 0.143 0.049 -0.221
H -0.953989 -1.057925 -1.770000 -0.048 0.187 0.045
H -2.186064 -0.104099 -0.758160 0.092 -0.171 0.158
H 1.267612 -0.476778 -1.565829 0.059 0.116 0.086
H 1.839307 -0.004608 -0.078416 0.017 0.298 -0.153
```
Positions in Å, forces in eV/Å.


This record from the Open Molecules 2025 dataset describes the molecule C4H7NO at a distorted geometry. The level of theory is the ωB97M-V functional and the def2-TZVPD basis.

Summary:
Structure (SMILES) = CCOCC#N
M = 85.11 g/mol
Energy above the lowest of the compared OMol25 structures with the same formula, charge and spin = 152.3 kJ/mol
HOMO level = -10.742 eV
Net charge = 0
HOMO-LUMO gap = 11.58 eV

```
13
Properties=species:S:1:pos:R:3:forces:R:3
C 1.930507 0.605267 -0.072904 0.053 0.034 0.031
C 0.564545 0.225827 -0.609960 0.156 -0.056 -0.190
O -0.401574 0.409074 0.425341 -0.004 0.012 0.060
C -1.307341 -0.641195 0.566671 -0.137 -0.129 0.111
C -2.188546 -0.819613 -0.612646 -0.583 -0.099 -0.850
N -2.855691 -0.966943 -1.545715 0.651 0.151 0.912
H 2.190608 -0.029091 0.780642 -0.026 0.089 -0.128
H 2.701020 0.486080 -0.842045 -0.152 0.009 0.076
H 1.937157 1.646304 0.260568 -0.020 -0.109 -0.036
H 0.561921 -0.820339 -0.945510 -0.002 0.109 0.062
H 0.280053 0.845370 -1.470338 0.050 -0.093 0.127
H -1.933012 -0.418042 1.436259 0.083 -0.045 -0.146
H -0.798590 -1.600887 0.746521 -0.068 0.126 -0.029
```
Positions in Å, forces in eV/Å.


This record from the Open Molecules 2025 dataset describes a 2-piece molecular cluster, C4H7NO overall at a distorted geometry. The level of theory is the ωB97M-V functional and the def2-TZVPD basis.

Summary:
M = 85.11 g/mol
Energy above the lowest of the compared OMol25 structures with the same formula, charge and spin = 392.3 kJ/mol
HOMO level (spin up / spin down) = -8.690 / -8.690 eV
Net charge = 0
HOMO-LUMO gap (spin up / spin down) = 9.21 / 9.21 eV

```
13
Properties=species:S:1:pos:R:3:forces:R:3
C -0.970972 -0.992938 0.359267 3.096 2.428 -1.777
C -0.376132 0.143466 -0.070625 2.947 -2.570 0.616
C 1.926518 0.313088 -0.274208 -0.892 -0.901 -0.414
C -0.852660 1.498450 -0.021402 -0.546 0.473 -1.927
N 2.624032 -0.884266 -0.110770 0.017 -0.087 0.082
O 2.521238 1.339431 -0.394256 -1.298 0.345 0.432
H -1.909730 -0.825792 0.760095 -2.065 -0.333 0.594
H -0.470860 -1.930905 0.295829 0.031 -0.571 0.303
H -0.735942 2.031044 -1.014323 0.491 -0.158 1.494
H -0.492160 1.924683 0.878725 0.793 1.258 0.382
H -1.909524 1.442179 0.097870 -1.218 -0.044 0.176
H 2.402189 -1.630411 -0.738184 -0.850 -0.419 0.010
H 3.645181 -0.799416 -0.105016 -0.506 0.579 0.028
```
Positions in Å, forces in eV/Å.


This record from the Open Molecules 2025 dataset describes the molecule C4H7NO. The level of theory is the ωB97M-V functional and the def2-TZVPD basis.

Summary:
Structure (SMILES) = [H]/N=C/CC(=C)O
M = 85.11 g/mol
Energy above the lowest of the compared OMol25 structures with the same formula, charge and spin = 174.3 kJ/mol
HOMO level = -8.955 eV
Net charge = 0
HOMO-LUMO gap = 9.88 eV

```
13
Properties=species:S:1:pos:R:3:forces:R:3
H 0.650980 2.861778 0.805116 -0.001 0.022 -0.121
N 0.153807 2.284783 0.126049 0.275 -0.206 -0.052
C 0.816061 1.236918 -0.136785 -0.180 0.149 0.107
C 0.228135 0.158534 -1.017735 0.074 0.127 -0.076
C -0.535064 -0.794803 -0.128586 0.337 -0.030 0.094
C 0.000344 -1.412032 0.921301 0.020 0.009 0.013
O -1.835396 -0.881795 -0.487286 -0.360 -0.011 0.045
H 1.795127 1.017316 0.310508 -0.114 0.049 -0.028
H -0.459501 0.619525 -1.730386 0.047 -0.100 0.116
H 1.014765 -0.366548 -1.568550 -0.107 0.040 0.079
H 1.055415 -1.305076 1.120003 0.027 0.020 0.062
H -0.584122 -1.994419 1.623821 -0.009 -0.080 -0.144
H -2.300551 -1.424181 0.162529 -0.009 0.012 -0.096
```
Positions in Å, forces in eV/Å.


This record from the Open Molecules 2025 dataset describes the molecule C4H7NO. The level of theory is the ωB97M-V functional and the def2-TZVPD basis.

Summary:
M = 85.11 g/mol
Energy above the lowest of the compared OMol25 structures with the same formula, charge and spin = 397.5 kJ/mol
HOMO level = -8.979 eV
Net charge = 0
HOMO-LUMO gap = 9.15 eV

```
13
Properties=species:S:1:pos:R:3:forces:R:3
N -2.266874 -0.211596 0.388590 0.347 -0.107 -0.172
C -1.047222 -0.322787 0.122141 -0.218 0.184 0.245
C 0.033918 0.579299 0.653686 0.018 0.008 0.017
C 1.084034 0.984135 -0.386889 0.049 0.091 -0.030
C 0.514034 -1.974388 -0.712694 -0.275 0.211 0.302
O -0.631001 -1.340739 -0.788818 0.206 -0.280 -0.137
H -2.807118 -0.938848 -0.084609 0.025 0.069 0.041
H -0.487523 1.455376 1.047506 0.078 -0.149 -0.036
H 0.507291 0.093560 1.515979 -0.043 0.012 -0.167
H 1.976508 1.380475 0.103913 -0.162 0.028 -0.054
H 0.690074 1.747066 -1.062830 0.032 -0.058 0.080
H 1.027204 -1.597859 0.214840 -0.082 -0.144 -0.176
H 1.406674 0.146305 -1.010816 0.027 0.134 0.088
```
Positions in Å, forces in eV/Å.